Here is a structure of composition C3H4O2 from OMol25. Energies are from wB97M-V/def2-TZVPD.

Results
Max |F|: 7.46 eV/Å
ΔE to the lowest compared entry with this formula, charge and spin: 282.0 kJ/mol
HOMO-LUMO gap: 10.5170 eV

Positions of all 9 atoms, in Å:
C 0.60080 -0.07310 -0.06196
C -0.91905 -0.68804 0.05829
C -1.84732 0.14974 0.02606
H 1.80906 1.27376 0.23645
H -0.86736 -1.77807 0.18608
H -2.97699 -0.07701 -0.22201
H -1.43371 1.02006 -0.18169
O 0.55037 1.22152 0.01610
O 1.50744 -0.81781 -0.03525

Atoms 1-6, force components in eV/Å:
-6.37 -2.16 1.18
6.34 -3.44 0.20
-7.23 -1.20 -1.37
-5.08 0.49 -1.07
-0.40 0.52 -0.22
2.36 0.53 1.23

---

Here is a structure of composition C4H8ClP from OMol25. Energies are from wB97M-V/def2-TZVPD.

Results
Max |F|: 6.27 eV/Å
ΔE to the lowest compared entry with this formula, charge and spin: 395.5 kJ/mol
HOMO-LUMO gap (alpha / beta): 7.7804 / 8.4728 eV

Positions of all 14 atoms, in Å:
C -0.43017 -0.12059 -0.28806
C 1.53268 -0.19923 0.02786
C 2.22882 -1.41161 0.47895
C -1.10308 1.12299 -0.58403
P -2.51227 1.02592 0.68630
Cl 2.13170 1.30315 0.49514
H -0.68723 -1.03379 -0.79712
H 2.92220 -1.71790 -0.31036
H 2.81636 -1.22734 1.38129
H 1.52958 -2.22417 0.64852
H -0.51086 2.00719 -0.34788
H -1.51534 1.20262 -1.59687
H -2.89574 -0.27591 0.35102
H -3.50663 1.54867 -0.14475

Atoms 1-6, force components in eV/Å:
6.17 -0.98 0.51
-5.93 0.63 -0.97
0.20 -0.20 -0.09
-0.50 0.37 0.31
0.27 0.36 0.08
0.33 0.53 0.12

---

Here is a structure of composition C5H10O from OMol25. Energies are from wB97M-V/def2-TZVPD.

Results
Max |F|: 3.76 eV/Å
ΔE to the lowest compared entry with this formula, charge and spin: 428.6 kJ/mol
HOMO-LUMO gap: 9.1207 eV

Positions of all 16 atoms, in Å:
C 2.20836 0.91168 -0.17634
C 1.10757 -0.11937 -0.39087
C 0.41569 -0.87168 0.69570
C -1.12758 -0.52678 -0.45941
C -2.40277 -0.10049 0.24749
O -0.13792 0.59786 -0.44069
H 2.25265 1.55379 -1.06764
H 1.93677 1.54750 0.67147
H 3.20403 0.48733 -0.00925
H 1.29610 -0.74899 -1.27865
H 0.31816 -1.91691 0.80061
H 0.51234 -0.28871 1.64501
H -1.39198 -0.58441 -1.56963
H -3.24329 -0.79483 0.10269
H -2.20054 -0.04098 1.31486
H -2.74761 0.89500 -0.08534

Atoms 1-6, force components in eV/Å:
-0.18 -0.20 0.17
-1.03 0.34 0.00
-1.38 -1.55 -0.43
1.81 2.26 1.55
0.23 -0.03 0.39
-0.41 2.56 -2.73

---

Here is a structure of composition C19H21CrN8O2S from OMol25. Energies are from wB97M-V/def2-TZVPD.

Results
Max |F|: 3.46 eV/Å
Net charge: +2
ΔE to the lowest compared entry with this formula, charge and spin: 331.1 kJ/mol
Multiplicity: 4
HOMO-LUMO gap (alpha / beta): 7.2627 / 3.0068 eV

Positions of all 52 atoms, in Å:
Cr -0.26151 0.17491 0.48854
O -1.67484 -4.71973 2.68633
C -1.73446 -4.83238 1.34246
C -2.07614 -6.08251 0.83972
C -2.09526 -6.28963 -0.52749
C -1.86461 -5.27917 -1.46008
C -1.56046 -4.01335 -0.97523
C -1.43129 -3.78144 0.42758
C -1.03185 -2.46188 0.85876
O -1.05896 -1.44332 -0.00559
N -0.63171 -2.24404 2.10928
N -0.50715 -0.90507 2.20335
C -0.62669 -0.23470 3.28360
C -0.86296 1.20973 3.11805
C -0.99138 2.08942 4.19252
C -1.24961 3.43309 3.92526
C -1.34439 3.82883 2.59991
C -1.29477 2.86394 1.59895
N -1.02608 1.57300 1.82759
H -1.24970 -3.87205 2.94593
H -2.29766 -6.86673 1.53895
H -2.27266 -7.30493 -0.86316
H -1.87899 -5.45494 -2.52240
H -1.42595 -3.20279 -1.69371
H -0.66293 -0.69373 4.24042
H -0.92890 1.71413 5.18996
H -1.37203 4.13871 4.73824
H -1.50085 4.86226 2.33300
H -1.44872 3.12360 0.56139
N 0.89244 0.60846 -5.14053
C 1.13012 0.12654 -3.91188
C 0.36982 0.47099 -2.77888
N 0.62531 -0.05088 -1.58902
C 1.59742 -0.93914 -1.49606
C 2.32023 -1.30552 -2.61820
N 2.10999 -0.77030 -3.81225
H 0.23270 1.33617 -5.33309
H 1.47660 0.24779 -5.87595
H -0.45975 1.19258 -2.86361
H 1.79015 -1.40368 -0.54477
H 3.06450 -2.07400 -2.58747
C 2.93621 5.06509 -0.82302
N 2.72543 3.85579 -0.02433
C 1.73351 2.99644 -0.15721
N 0.72938 3.28687 -1.00247
S 1.73953 1.57479 0.84516
H 3.80208 5.61492 -0.42867
H 2.08813 5.73492 -0.74434
H 3.11961 4.81677 -1.88072
H 3.39268 3.65101 0.68525
H 0.78870 4.10021 -1.59900
H 0.15769 2.53496 -1.32107

Atoms 1-6, force components in eV/Å:
0.66 0.65 -0.65
-0.01 -0.36 -2.37
0.48 0.40 2.58
-0.37 -0.85 -1.39
-0.26 -1.46 1.37
0.33 0.91 0.47

---

Q: Look up the ΔE to the lowest compared entry with this formula, charge and spin of the third one.
A: 428.6 kJ/mol